P) Formula: C3H5ClFN
Source: OMol25
Level of theory: the ωB97M-V functional and the def2-TZVPD basis

Its HOMO energy is -9.1 eV. The value obtained for the LUMO energy is 0.85 eV.

The geometry in XYZ format:
```
11
C3H5ClFN | OMol25 | the ωB97M-V functional and the def2-TZVPD basis
C -0.94366 0.30949 0.06487
C 0.24411 0.34414 -1.03898
C 0.27638 -0.32705 0.89449
H 0.50968 1.55219 -0.86915
H 0.32962 0.03726 -2.17458
H 1.66053 -1.32657 -0.17332
H 0.30440 0.15063 2.16062
H -0.04511 -1.38426 1.19645
N 1.26343 -0.30810 -0.13412
F -1.38098 1.58125 0.26954
Cl -2.21841 -0.62898 -0.19581
```

Q) Formula: C3H5ClFN
Source: OMol25
Level of theory: the ωB97M-V functional and the def2-TZVPD basis

Its HOMO energy (spin up / spin down) is -8.7 / -8.7 eV. The value obtained for the LUMO energy (spin up / spin down) is -0.33 / -0.33 eV.

The geometry in XYZ format:
```
11
C3H5ClFN | OMol25 | the ωB97M-V functional and the def2-TZVPD basis
C -0.78165 -0.91117 1.82086
C -0.75458 -1.04162 0.48723
C 0.48923 0.75240 -1.41923
N 0.24635 -1.06499 -0.47299
F 1.48515 -1.12661 0.17200
Cl -2.28173 -0.98912 -0.31295
H -1.71656 -0.89254 2.37789
H 0.23787 -0.96207 2.31208
H 0.89967 1.19521 -0.63442
H 1.10301 0.28238 -2.17301
H -0.52482 0.95395 -1.66537
```

Most stable of them? P).

P) Formula: C2H8S4
Source: OMol25
Level of theory: the ωB97M-V functional and the def2-TZVPD basis

Its HOMO energy is -8.3 eV. As for the SMILES: CSS.CSS. The value obtained for the LUMO energy is 0.11 eV.

The geometry in XYZ format:
```
14
C2H8S4 | OMol25 | the ωB97M-V functional and the def2-TZVPD basis
C -0.33199 -1.99993 -1.45805
S -1.97457 -1.83264 -0.85686
S -2.56291 0.10612 -1.09133
H 0.24652 -1.07935 -1.53529
H -0.27847 -2.42349 -2.46593
H 0.18870 -2.66302 -0.76905
H -1.94553 0.66495 -0.01954
C 0.93187 1.96547 0.39132
S 1.16951 1.68774 2.15532
S 0.94601 -0.43991 2.18483
H 0.47947 1.14422 -0.15637
H 1.81250 2.25369 -0.19471
H 0.30165 2.85540 0.30132
H 1.01723 -0.23924 3.51435
```

Q) Formula: C2H8S4
Source: OMol25
Level of theory: the ωB97M-V functional and the def2-TZVPD basis

Its HOMO energy is -8.4 eV. As for the SMILES: CSS.CSS. The value obtained for the LUMO energy is 0.39 eV.

The geometry in XYZ format:
```
14
C2H8S4 | OMol25 | the ωB97M-V functional and the def2-TZVPD basis
C 2.37756 1.37644 0.31960
S 1.81085 3.04188 0.73446
S -0.23653 3.04472 0.98243
H 2.73415 1.26249 -0.70610
H 3.19245 1.18095 1.00293
H 1.62434 0.60803 0.52160
H -0.41017 2.03568 1.85408
C -1.40628 -2.32464 -1.45865
S -0.49675 -1.36081 -0.22112
S -1.92764 -1.20913 1.22833
H -0.75431 -2.46248 -2.32283
H -1.61712 -3.28849 -1.00714
H -2.30268 -1.78088 -1.72377
H -2.58788 -0.12375 0.79617
```

Most stable of them? Q).

P) Formula: C22H48O14S5
Source: OMol25
Level of theory: the ωB97M-V functional and the def2-TZVPD basis

Its HOMO energy is -7.8 eV. The value obtained for the LUMO energy is -0.19 eV.

The geometry in XYZ format:
```
89
C22H48O14S5 | OMol25 | the ωB97M-V functional and the def2-TZVPD basis
C 15.80809 -15.59685 -5.55046
C 15.65015 -15.38999 -4.05677
C 16.49345 -14.23702 -3.59372
O 15.74096 -13.70118 -2.49543
C 14.45983 -14.07673 -2.64847
O 13.55911 -13.71072 -1.95557
O 14.33048 -14.86750 -3.74292
H 16.85647 -15.73772 -5.81474
H 15.27208 -14.78358 -6.03426
H 15.36482 -16.52525 -5.91922
H 15.81002 -16.27108 -3.43324
H 16.68464 -13.43835 -4.31269
H 17.45327 -14.56035 -3.18325
C 19.86010 -19.18114 -9.22077
C 18.55359 -18.71040 -9.84154
C 17.55848 -19.86422 -9.92335
O 16.29310 -19.22891 -9.76885
C 16.51523 -18.06764 -9.12243
O 15.67145 -17.49448 -8.49178
O 17.81587 -17.75822 -9.05753
H 19.94214 -18.99127 -8.15418
H 20.70600 -18.65250 -9.67382
H 20.05691 -20.21029 -9.52426
H 18.67183 -18.43324 -10.89241
H 17.64914 -20.58540 -9.10114
H 17.68324 -20.43099 -10.84314
C 20.29819 -22.99117 -14.74360
C 20.04929 -21.54694 -14.30140
C 19.68099 -20.53388 -15.41671
O 18.55387 -19.88466 -14.84008
C 18.12932 -20.47931 -13.72400
O 17.20497 -20.12727 -13.05984
O 18.98061 -21.46845 -13.36437
H 19.38238 -23.48386 -15.06491
H 20.74366 -23.56057 -13.93202
H 21.01392 -22.86023 -15.55988
H 20.99566 -21.24533 -13.84129
H 19.39055 -21.02020 -16.34844
H 20.47488 -19.80926 -15.57397
C 23.92046 -20.46902 -8.86822
S 22.80417 -21.78593 -9.43941
O 21.44938 -21.14878 -9.60728
C 23.66908 -22.04827 -11.05912
H 23.79445 -19.64648 -9.57498
H 24.94705 -20.83053 -8.81806
H 23.69554 -20.05544 -7.88586
H 23.50926 -21.14066 -11.64001
H 23.05945 -22.84866 -11.47320
H 24.70919 -22.29084 -10.87961
C 19.45604 -23.91949 -11.01437
S 17.68940 -24.37104 -10.72077
O 17.53829 -25.84170 -10.57262
C 17.43847 -23.68568 -9.05113
H 19.98736 -23.34157 -10.24722
H 19.39887 -23.06218 -11.69668
H 20.09683 -24.71207 -11.38532
H 17.12902 -22.63759 -9.05171
H 18.30435 -23.76900 -8.38942
H 16.62346 -24.18476 -8.52542
C 13.03179 -19.66596 -11.88780
S 13.46461 -20.97453 -10.70937
O 12.10663 -21.64405 -10.48350
C 14.38350 -22.08571 -11.81137
H 13.16506 -20.10100 -12.87442
H 13.59819 -18.75100 -11.70799
H 12.00907 -19.36370 -11.67537
H 14.62877 -23.05390 -11.38043
H 15.36671 -21.61798 -11.94219
H 13.85142 -22.17838 -12.75612
C 15.70592 -20.82356 -6.74273
S 14.40986 -22.09976 -6.59214
O 14.06549 -22.57227 -8.00127
C 15.33787 -23.39622 -5.75818
H 16.57568 -21.25337 -7.24362
H 16.01738 -20.47221 -5.75841
H 15.32666 -19.99402 -7.33431
H 16.37006 -23.43040 -6.09817
H 14.76573 -24.30440 -5.93091
H 15.27235 -23.16064 -4.69515
C 17.08161 -14.30536 -8.68388
S 16.36366 -12.96889 -9.70058
O 16.23587 -13.63172 -11.05348
C 14.71556 -13.00264 -9.02315
H 18.07441 -14.51014 -9.07742
H 16.37029 -15.12480 -8.70343
H 17.28146 -13.85903 -7.70507
H 14.09136 -13.53170 -9.74644
H 14.32966 -12.03978 -8.70862
H 14.65934 -13.72958 -8.20513
```

Q) Formula: C22H48O14S5
Source: OMol25
Level of theory: the ωB97M-V functional and the def2-TZVPD basis

Its HOMO energy is -8.5 eV. The value obtained for the LUMO energy is 0.03 eV.

The geometry in XYZ format:
```
89
C22H48O14S5 | OMol25 | the ωB97M-V functional and the def2-TZVPD basis
C -0.03969 -0.75055 -1.85698
C 0.61909 -0.47697 -0.51296
C 2.05868 -0.94807 -0.43796
O 2.79013 0.30716 -0.22518
C 1.91848 1.35644 -0.12696
O 2.30842 2.40731 0.25946
O 0.66222 0.92377 -0.21660
H -0.34442 -1.79751 -1.86618
H 0.62703 -0.53356 -2.69326
H -0.93615 -0.15359 -2.02577
H -0.05727 -0.95756 0.20245
H 2.35994 -1.25508 -1.44452
H 2.28292 -1.72147 0.28014
C 1.93741 6.45412 0.82493
C 3.23935 6.19676 1.51980
C 3.83279 4.82218 1.18093
O 5.24916 5.12372 1.10696
C 5.42821 6.44828 0.93747
O 6.44359 6.95614 0.72407
O 4.23332 7.08057 0.95117
H 1.70136 7.47880 0.50814
H 1.11239 6.18412 1.48434
H 1.92372 5.99475 -0.16695
H 3.18542 6.31873 2.60551
H 3.54921 4.50197 0.18256
H 3.62073 4.07754 1.93840
C 0.58935 -6.08137 3.60411
C 0.18128 -4.76884 2.99314
C 1.26983 -3.75725 2.73045
O 0.92342 -3.27486 1.42387
C 0.04888 -4.07945 0.82624
O -0.29620 -3.98714 -0.28528
O -0.41683 -5.00429 1.66742
H -0.08358 -6.92683 3.49764
H 0.86217 -5.90494 4.64502
H 1.47223 -6.44207 3.05297
H -0.70410 -4.37259 3.50143
H 2.27549 -4.17851 2.70212
H 1.26704 -2.89163 3.38749
C -0.96321 3.58920 -3.72521
S -1.93601 4.06206 -2.25692
O -2.53557 2.78238 -1.81021
C -0.53547 4.40917 -1.17488
H 0.06992 3.92750 -3.79297
H -1.46093 3.97558 -4.61752
H -1.01721 2.50545 -3.73715
H -0.07318 5.38293 -1.38187
H 0.28442 3.70536 -1.07470
H -1.01665 4.58704 -0.20621
C 1.72842 1.50168 3.57201
S 0.58730 0.53982 4.59787
O 0.17732 -0.65243 3.78369
C -0.92896 1.54028 4.57150
H 1.84312 2.50603 3.97402
H 1.29971 1.56598 2.57327
H 2.65185 0.93593 3.60147
H -1.18314 1.59399 3.52236
H -0.73845 2.43951 5.15385
H -1.59657 0.91967 5.16244
C 0.62896 -3.75148 -3.70627
S -0.17346 -2.95740 -5.17186
O -0.01921 -1.51090 -4.85972
C 1.21480 -3.37633 -6.26990
H 1.19798 -2.86561 -3.40760
H 1.41274 -4.45223 -3.98462
H -0.01465 -4.18396 -2.95192
H 1.66491 -4.32970 -6.00944
H 1.88249 -2.51886 -6.27526
H 0.89848 -3.56993 -7.30120
C -3.65287 -3.15287 -3.90399
S -4.79408 -2.58041 -2.62073
O -5.63493 -3.74041 -2.25511
C -3.59874 -2.35509 -1.30191
H -4.26518 -3.45584 -4.74950
H -3.06784 -4.02811 -3.60744
H -2.93778 -2.37470 -4.17633
H -3.16049 -3.27491 -0.91487
H -4.15838 -1.82979 -0.52525
H -2.77902 -1.71652 -1.64065
C -2.48293 0.47540 1.29306
S -3.90520 0.47362 2.38320
O -5.06939 0.19251 1.51541
C -3.57460 -1.02624 3.34865
H -1.46548 0.32316 1.64099
H -2.57230 1.40848 0.73235
H -2.72059 -0.24459 0.49954
H -3.76251 -1.84897 2.66497
H -4.27301 -0.97467 4.18029
H -2.56945 -0.93898 3.76068
```

Most stable of them? Q).